The following is a DFT calculation (ωB97M-V/def2-TZVPD) of C41H49F3GeN3O5S2SbSc as an isolated structure.

Cartesian coordinates (Å):
1 Sc -1.04 0.07 0.54
2 C -4.58 0.70 -0.91
3 C -3.80 1.89 -0.31
4 C -3.00 2.59 -1.38
5 C -4.74 2.84 0.39
6 O -2.87 1.25 0.67
7 Ge -2.93 1.54 2.48
8 O 0.61 2.20 2.33
9 C 1.39 3.16 3.31
10 C 2.08 4.24 2.51
11 C 2.40 2.20 3.88
12 C 0.39 3.64 4.33
13 O -1.77 0.08 2.50
14 C -1.59 -0.75 3.76
15 C -1.84 -2.19 3.40
16 C -2.62 -0.24 4.74
17 C -0.18 -0.56 4.27
18 H -5.32 1.04 -1.66
19 H -3.88 0.01 -1.41
20 H -5.12 0.18 -0.14
21 H -3.66 3.06 -2.14
22 H -2.38 3.36 -0.93
23 H -2.35 1.91 -1.90
24 H -5.50 3.26 -0.29
25 H -5.27 2.34 1.20
26 H -4.20 3.71 0.80
27 H 2.73 3.78 1.77
28 H 1.37 4.89 1.98
29 H 2.66 4.85 3.18
30 H 3.02 1.79 3.07
31 H 3.05 2.69 4.61
32 H 1.90 1.36 4.37
33 H -0.43 4.19 3.85
34 H -0.06 2.80 4.88
35 H 0.82 4.32 5.07
36 H -2.78 -2.29 2.83
37 H -1.04 -2.64 2.83
38 H -1.96 -2.78 4.31
39 H -3.64 -0.33 4.32
40 H -2.63 -0.79 5.66
41 H -2.42 0.81 5.00
42 H 0.52 -0.75 3.45
43 H 0.02 0.46 4.64
44 H 0.06 -1.24 5.08
45 O 2.81 -3.86 1.17
46 C 3.50 -2.69 1.04
47 C 4.89 -2.81 1.07
48 C 5.70 -1.70 0.91
49 C 5.10 -0.45 0.75
50 C 3.73 -0.32 0.74
51 C 2.88 -1.43 0.88
52 C 1.43 -1.27 0.78
53 O 0.90 -0.08 0.56
54 N 0.65 -2.31 0.83
55 N -0.65 -1.96 0.49
56 C -1.45 -2.95 0.30
57 S -0.82 -4.52 0.50
58 C -2.47 -5.29 0.48
59 C -3.35 -4.51 -0.48
60 S -3.13 -2.75 -0.08
61 H 1.85 -3.68 1.13
62 H 5.30 -3.79 1.24
63 H 6.77 -1.80 0.94
64 H 5.74 0.42 0.63
65 H 3.27 0.66 0.57
66 H -2.87 -5.31 1.48
67 H -2.36 -6.32 0.15
68 H -4.38 -4.75 -0.35
69 H -3.05 -4.69 -1.52
70 N -0.87 3.68 1.01
71 C -0.32 2.66 1.52
72 H -0.30 4.51 1.15
73 F -1.33 0.79 -8.32
74 C -1.12 0.66 -7.01
75 C -2.01 -0.05 -6.24
76 C -1.78 -0.17 -4.88
77 C -0.66 0.41 -4.35
78 C 0.23 1.14 -5.12
79 C -0.01 1.27 -6.47
80 Sb -0.09 0.03 -2.34
81 C 0.65 -1.92 -2.52
82 C 1.95 -2.32 -2.22
83 C 2.32 -3.64 -2.32
84 C 1.36 -4.55 -2.73
85 F 1.68 -5.84 -2.80
86 C 0.04 -4.19 -2.99
87 C -0.31 -2.87 -2.88
88 C 1.58 1.36 -2.18
89 C 1.34 2.62 -1.65
90 C 2.38 3.51 -1.54
91 C 3.64 3.14 -1.93
92 F 4.64 4.01 -1.79
93 C 3.90 1.91 -2.50
94 C 2.84 1.02 -2.62
95 H -2.90 -0.46 -6.68
96 H -2.48 -0.71 -4.26
97 H 1.06 1.61 -4.66
98 H 0.64 1.88 -7.08
99 H 2.68 -1.59 -1.88
100 H 3.30 -3.97 -2.02
101 H -0.64 -4.97 -3.30
102 H -1.31 -2.58 -3.11
103 H 0.35 2.92 -1.37
104 H 2.23 4.52 -1.17
105 H 4.88 1.62 -2.81
106 H 3.00 0.08 -3.12

multiplicity = 2
LUMO (spin up / spin down) = -6.04 / -7.00 eV
expectation value of S² = 0.754
net charge = +2
electronic energy = -171585.3787 eV

The following is a DFT calculation (ωB97M-V/def2-TZVPD) of a 2-piece molecular cluster, C13H26N2O7S overall.

Cartesian coordinates (Å):
1 C -0.72 2.34 4.42
2 O -0.86 1.81 3.10
3 C -1.29 0.45 3.08
4 O -0.32 -0.39 3.72
5 C -0.74 -1.76 3.82
6 C 0.37 -2.54 4.54
7 O 1.63 -2.30 3.89
8 C -1.03 -2.35 2.42
9 S -1.84 -3.99 2.58
10 C -1.96 -1.45 1.60
11 O -2.03 -1.94 0.25
12 C -1.47 0.01 1.62
13 O -2.40 0.88 0.97
14 H -0.63 3.43 4.38
15 H 0.17 1.94 4.91
16 H -1.59 2.09 5.04
17 H -2.25 0.36 3.60
18 H -1.65 -1.82 4.42
19 H 0.43 -2.20 5.58
20 H 0.15 -3.61 4.55
21 H 1.70 -1.35 3.71
22 H -0.08 -2.46 1.88
23 H -2.37 -4.04 1.33
24 H -2.96 -1.48 2.04
25 H -1.32 -1.54 -0.31
26 H -0.49 0.06 1.13
27 H -2.11 1.81 1.10
28 C 0.59 -0.80 -4.95
29 N 0.15 -1.05 -3.58
30 C 0.31 -0.35 -2.45
31 O -0.19 -0.84 -1.44
32 C 1.02 1.03 -2.33
33 C 0.17 2.05 -1.55
34 N 1.43 1.70 -3.57
35 C 2.62 1.55 -4.15
36 C 2.88 2.37 -5.39
37 O 3.48 0.78 -3.74
38 H 0.22 -1.59 -5.60
39 H 1.68 -0.80 -5.00
40 H 0.20 0.15 -5.31
41 H -0.35 -1.92 -3.43
42 H 1.92 0.85 -1.75
43 H 0.72 2.99 -1.44
44 H -0.04 1.66 -0.55
45 H -0.77 2.23 -2.07
46 H 0.79 2.36 -3.98
47 H 2.18 2.08 -6.18
48 H 3.90 2.19 -5.73
49 H 2.76 3.43 -5.16

multiplicity = 1
LUMO = 0.44 eV
structure (SMILES) = CO[C@@H]1O[C@H](CO)[C@@H](S)[C@H](O)[C@H]1O.CNC(=O)[C@H](C)NC(C)=O
electronic energy = -42050.8119 eV

The following is a DFT calculation (ωB97M-V/def2-TZVPD) of C4H9ClN3 as an isolated structure.

Cartesian coordinates (Å):
1 C 0.06 -1.87 -1.31
2 C 1.22 -2.01 0.84
3 C -1.28 0.94 -0.01
4 C 0.50 0.13 -0.06
5 N -0.10 -2.47 -2.28
6 N 0.44 -1.23 -0.18
7 N -1.08 2.36 0.02
8 Cl 1.44 1.15 -1.22
9 H 0.87 -1.89 1.87
10 H 1.07 -3.01 0.75
11 H 2.30 -1.76 0.75
12 H -1.59 0.45 0.91
13 H -1.73 0.65 -1.00
14 H 0.96 0.46 0.95
15 H -0.06 2.61 -0.04
16 H -1.58 2.80 0.82
17 H -1.45 2.68 -0.80

multiplicity = 1
energy relative to the best compared isomer or geometry (same formula, charge and spin) = 1.746 eV
LUMO = -3.80 eV
net charge = +1
electronic energy = -21277.0678 eV

The following is a DFT calculation (ωB97M-V/def2-TZVPD) of a 3-piece molecular cluster, C14H34N2O8S overall.

Cartesian coordinates (Å):
1 N -1.63 -3.72 7.03
2 C -1.56 -5.21 6.74
3 C -2.29 -5.44 5.28
4 C -1.24 -5.82 4.06
5 C -1.68 -5.24 2.59
6 C -1.42 -3.64 2.36
7 N 0.03 -3.52 1.91
8 C -2.21 -2.87 1.11
9 O -3.00 -1.73 1.66
10 S -3.18 -2.17 3.30
11 O -3.39 -1.08 4.38
12 O -4.35 -3.22 3.27
13 O -1.58 -2.77 3.54
14 H -2.24 -3.53 7.88
15 H -0.69 -3.29 7.13
16 H -2.24 -5.77 7.54
17 H -0.47 -5.64 6.68
18 H -2.88 -4.46 5.04
19 H -3.10 -6.30 5.35
20 H -0.12 -5.57 4.34
21 H -1.28 -7.01 3.98
22 H -2.82 -5.49 2.44
23 H -1.07 -5.86 1.78
24 H 0.51 -2.74 2.44
25 H 0.59 -4.37 2.15
26 H -2.80 -3.55 0.34
27 H -1.43 -2.34 0.38
28 C 0.65 2.76 -1.83
29 O -0.55 2.03 -2.04
30 C -0.30 0.67 -2.41
31 C -0.51 -0.28 -1.23
32 O 0.48 -0.07 -0.21
33 C -0.03 0.68 0.89
34 H 0.39 3.71 -1.35
35 H 1.35 2.22 -1.18
36 H 1.13 2.97 -2.79
37 H 0.71 0.56 -2.83
38 H -1.02 0.42 -3.20
39 H -0.39 -1.31 -1.58
40 H -1.52 -0.17 -0.82
41 H -0.70 0.05 1.48
42 H -0.56 1.58 0.56
43 H 0.81 0.98 1.51
44 C 1.71 6.53 -4.05
45 O 2.58 5.41 -4.15
46 C 2.38 4.67 -5.36
47 C 3.46 4.99 -6.40
48 O 3.36 6.34 -6.86
49 C 4.33 7.19 -6.26
50 H 2.05 7.16 -3.23
51 H 1.71 7.13 -4.97
52 H 0.69 6.19 -3.83
53 H 1.38 4.86 -5.77
54 H 2.44 3.61 -5.10
55 H 3.32 4.34 -7.27
56 H 4.46 4.79 -5.99
57 H 5.31 6.98 -6.69
58 H 4.36 7.08 -5.18
59 H 4.06 8.23 -6.50

multiplicity = 1
LUMO = 0.46 eV
structure (SMILES) = NCCCC[C@@]1(N)COS(=O)(=O)O1.COCCOC.COCCOC
electronic energy = -45256.9350 eV

The following is a DFT calculation (ωB97M-V/def2-TZVPD) of a single C7H12N2 molecule.

Cartesian coordinates (Å):
1 C -1.17 1.40 -1.10
2 C -0.74 0.10 -0.35
3 C -1.32 -0.19 1.16
4 C -0.51 -1.46 1.55
5 C 0.91 -1.08 0.91
6 C 0.70 0.27 0.25
7 C 1.80 0.64 -0.62
8 N 0.38 1.16 1.35
9 N -0.66 0.97 1.93
10 H -1.19 2.27 -0.41
11 H -2.23 1.44 -1.43
12 H -0.51 1.68 -1.92
13 H -0.76 -0.81 -0.94
14 H -2.37 -0.23 1.22
15 H -0.88 -2.35 1.05
16 H -0.50 -1.67 2.64
17 H 1.74 -1.09 1.69
18 H 1.15 -1.88 0.13
19 H 2.22 -0.30 -1.05
20 H 2.46 1.07 0.18
21 H 1.46 1.43 -1.29

multiplicity = 1
energy relative to the best compared isomer or geometry (same formula, charge and spin) = 1.633 eV
LUMO = 0.99 eV
structure (SMILES) = C[C@@H]1[C@H]2CC[C@]1(C)N=N2
electronic energy = -10431.8445 eV

The following is a DFT calculation (ωB97M-V/def2-TZVPD) of a 2-piece molecular cluster, C2H6NO3 overall.

Cartesian coordinates (Å):
1 C -0.11 -0.76 0.64
2 C -0.92 0.50 0.38
3 N 1.88 0.41 -0.83
4 O 3.03 0.67 -0.28
5 O -0.12 1.58 0.60
6 O -1.61 0.52 -0.88
7 H 0.78 -0.74 1.34
8 H -0.45 -1.75 0.33
9 H -1.72 0.61 1.15
10 H 1.65 -0.61 -0.72
11 H 0.81 1.35 0.15
12 H -1.23 1.19 -1.47

multiplicity = 1
energy relative to the best compared isomer or geometry (same formula, charge and spin) = 6.223 eV
LUMO (spin up / spin down) = 4.05 / 4.14 eV
net charge = -1
electronic energy = -9799.9779 eV

The following is a DFT calculation (ωB97M-V/def2-TZVPD) of C4H6CuMgO as an isolated structure.

Cartesian coordinates (Å):
1 C -0.42 0.96 0.03
2 C 0.21 0.91 1.32
3 H -1.47 0.66 0.06
4 H -0.12 1.70 -0.73
5 H -0.43 1.00 2.21
6 H 1.24 1.31 1.41
7 Cu -0.25 3.51 1.27
8 O -0.23 -2.78 -0.09
9 C -0.13 -2.00 -1.18
10 C 0.36 -0.74 -1.12
11 Mg 1.01 -1.78 1.01
12 H 0.63 -0.28 -2.07
13 H -0.42 -2.48 -2.13

multiplicity = 1
energy relative to the best compared isomer or geometry (same formula, charge and spin) = 1.215 eV
LUMO (spin up / spin down) = -5.66 / -5.66 eV
net charge = +1
electronic energy = -56364.6704 eV

The following is a DFT calculation (ωB97M-V/def2-TZVPD) of a single C4H9NO3S molecule.

Cartesian coordinates (Å):
1 C 1.42 1.38 -0.86
2 C 1.19 0.09 -0.51
3 C 0.35 -1.80 0.69
4 C -0.56 0.54 1.27
5 N 0.54 -0.37 0.59
6 O -2.15 -0.48 -0.56
7 O -1.73 1.94 -0.80
8 O -0.20 -2.40 -0.44
9 S -2.10 0.73 0.24
10 H 2.10 1.48 -1.79
11 H 0.96 2.20 -0.51
12 H 1.83 -0.63 -1.10
13 H -0.32 -1.94 1.47
14 H 1.34 -2.24 0.75
15 H 0.10 1.44 1.49
16 H -0.97 0.03 2.19
17 H -0.84 1.87 -1.36
18 H -0.97 -1.84 -0.76

multiplicity = 3
energy relative to the best compared isomer or geometry (same formula, charge and spin) = 0.000 eV
LUMO (spin up / spin down) = 0.60 / -1.94 eV
expectation value of S² = 2.007
electronic energy = -22755.1879 eV

The following is a DFT calculation (ωB97M-V/def2-TZVPD) of C61H55ClF8N2O4S2 as an isolated structure.

Cartesian coordinates (Å):
1 C -0.26 -2.16 0.08
2 C -1.72 -1.94 -0.22
3 O -2.18 -1.89 -1.32
4 O -2.52 -1.78 0.90
5 C -2.56 -0.37 1.26
6 C -3.57 0.36 0.44
7 C -4.95 -0.03 0.58
8 C -5.95 0.51 -0.15
9 C -5.59 1.49 -1.10
10 N -6.41 2.13 -1.94
11 S -5.50 3.13 -2.79
12 N -4.06 2.84 -2.17
13 C -4.23 1.90 -1.23
14 C -3.19 1.33 -0.44
15 C -1.77 1.79 -0.63
16 C -1.20 2.52 0.59
17 C -0.14 3.58 0.27
18 C 1.27 3.06 0.01
19 S 1.67 2.11 -1.44
20 O 1.34 0.73 -1.26
21 O 3.01 2.45 -1.82
22 Cl 0.47 2.90 -2.87
23 H 0.20 -1.23 0.40
24 H 0.22 -2.54 -0.81
25 H -0.17 -2.90 0.87
26 H -2.77 -0.32 2.32
27 H -1.56 0.03 1.07
28 H -5.17 -0.80 1.31
29 H -6.97 0.19 -0.03
30 H -1.80 2.51 -1.44
31 H -1.18 0.93 -0.93
32 H -0.76 1.85 1.33
33 H -2.04 3.01 1.09
34 H -0.48 4.26 -0.52
35 H -0.03 4.19 1.17
36 H 1.95 3.91 -0.07
37 H 1.62 2.44 0.84
38 F -7.69 -4.25 1.71
39 C -6.45 -4.76 1.90
40 C -6.32 -5.96 2.57
41 C -5.04 -6.47 2.76
42 C -3.93 -5.79 2.29
43 C -4.10 -4.58 1.62
44 C -5.36 -4.06 1.41
45 H -7.20 -6.47 2.94
46 H -4.92 -7.41 3.28
47 H -2.94 -6.19 2.44
48 H -3.24 -4.04 1.25
49 H -5.51 -3.13 0.88
50 F 2.19 -3.87 -0.76
51 C 3.32 -3.16 -0.58
52 C 4.30 -3.67 0.25
53 C 5.46 -2.92 0.43
54 C 5.62 -1.70 -0.21
55 C 4.61 -1.22 -1.03
56 C 3.45 -1.95 -1.23
57 H 4.16 -4.62 0.74
58 H 6.24 -3.31 1.08
59 H 6.52 -1.12 -0.06
60 H 4.73 -0.26 -1.53
61 H 2.66 -1.59 -1.87
62 F 1.86 0.72 -9.96
63 C 1.40 1.33 -8.85
64 C 2.31 1.89 -7.97
65 C 1.82 2.53 -6.84
66 C 0.46 2.59 -6.60
67 C -0.43 2.01 -7.49
68 C 0.04 1.38 -8.63
69 H 3.36 1.83 -8.18
70 H 2.52 2.98 -6.15
71 H 0.09 3.08 -5.71
72 H -1.49 2.05 -7.30
73 H -0.64 0.92 -9.35
74 F -1.65 0.38 4.77
75 C -2.76 0.03 5.46
76 C -3.62 1.02 5.89
77 C -4.76 0.65 6.58
78 C -5.02 -0.69 6.84
79 C -4.14 -1.66 6.40
80 C -2.99 -1.31 5.70
81 H -3.39 2.06 5.68
82 H -5.45 1.41 6.92
83 H -5.91 -0.97 7.38
84 H -4.34 -2.71 6.60
85 H -2.29 -2.05 5.34
86 F 0.94 5.23 -7.84
87 C 1.70 5.78 -8.81
88 C 2.28 7.01 -8.58
89 C 3.06 7.56 -9.58
90 C 3.24 6.89 -10.79
91 C 2.64 5.66 -10.99
92 C 1.86 5.09 -9.99
93 H 2.12 7.52 -7.64
94 H 3.53 8.53 -9.42
95 H 3.85 7.33 -11.56
96 H 2.78 5.13 -11.92
97 H 1.39 4.12 -10.12
98 F 6.05 -4.51 3.30
99 C 5.27 -3.99 4.27
100 C 5.86 -3.23 5.26
101 C 5.05 -2.70 6.25
102 C 3.68 -2.94 6.25
103 C 3.12 -3.72 5.25
104 C 3.91 -4.25 4.24
105 H 6.92 -3.06 5.24
106 H 5.49 -2.09 7.03
107 H 3.06 -2.53 7.04
108 H 2.05 -3.91 5.25
109 H 3.49 -4.85 3.45
110 F -1.62 6.13 -1.64
111 C -1.66 6.38 -2.97
112 C -2.80 6.92 -3.52
113 C -2.81 7.17 -4.89
114 C -1.71 6.87 -5.67
115 C -0.57 6.33 -5.09
116 C -0.54 6.08 -3.73
117 H -3.65 7.14 -2.89
118 H -3.70 7.60 -5.34
119 H -1.73 7.06 -6.74
120 H 0.29 6.08 -5.70
121 H 0.33 5.66 -3.25
122 F 3.35 -4.13 9.25
123 C 3.68 -5.44 9.36
124 C 4.12 -5.91 10.58
125 C 4.46 -7.25 10.69
126 C 4.37 -8.09 9.59
127 C 3.93 -7.58 8.37
128 C 3.58 -6.25 8.25
129 H 4.19 -5.23 11.43
130 H 4.80 -7.64 11.64
131 H 4.64 -9.13 9.68
132 H 3.86 -8.23 7.51
133 H 3.24 -5.83 7.31

multiplicity = 1
energy relative to the best compared isomer or geometry (same formula, charge and spin) = 0.000 eV
LUMO = -0.33 eV
electronic energy = -131251.7678 eV

The following is a DFT calculation (ωB97M-V/def2-TZVPD) of a 2-piece molecular cluster, CH3I2O2P overall.

Cartesian coordinates (Å):
1 C -1.45 0.85 -0.27
2 O 2.36 -0.68 1.89
3 O -1.11 -0.11 0.67
4 P 1.50 -0.80 0.76
5 I 2.53 0.43 -1.09
6 I 1.10 -3.00 -0.20
7 H -1.02 1.83 -0.09
8 H -2.59 1.02 -0.31
9 H -1.33 0.48 -1.36

multiplicity = 1
energy relative to the best compared isomer or geometry (same formula, charge and spin) = 4.177 eV
LUMO (spin up / spin down) = -3.24 / -3.24 eV
electronic energy = -30668.3170 eV